Record 1
This record from the Open Molecules 2025 dataset describes the molecule C5H8O in a non-equilibrium geometry. The level of theory is the ωB97M-V functional and the def2-TZVPD basis.

Element x y z (Å)
C: 2.901 0.045 -0.740
C: 1.673 -0.083 -0.331
C: 0.531 0.010 0.287
C: -0.831 -0.461 -0.293
C: -2.091 -0.083 0.491
O: -2.131 1.303 0.741
H: 1.195 0.035 1.234
H: 3.711 -0.570 -0.367
H: 3.079 0.822 -1.471
H: -0.926 0.021 -1.280
H: -0.816 -1.540 -0.491
H: -2.994 -0.319 -0.090
H: -2.150 -0.667 1.422
H: -1.227 1.545 0.988

Results
SMILES string: C=C=CCCO
LUMO energy, eV: 0.84
ΔE to the lowest compared entry with this formula, charge and spin, kcal per mole: 82.9
E_tot, hartree: -270.4258
2S+1: 1
Frontier orbital gap, eV: 9.70

Record 2
This record from the Open Molecules 2025 dataset describes the molecule C6H11N3 in a non-equilibrium geometry. The level of theory is the ωB97M-V functional and the def2-TZVPD basis.

Element x y z (Å)
C: 2.512 0.855 -0.333
C: -0.412 -2.757 0.700
C: -0.075 1.893 -1.016
N: 1.319 0.171 0.145
C: -1.010 -0.093 0.286
C: -0.994 -1.540 0.207
C: 0.166 0.670 -0.175
N: -2.020 0.614 1.060
N: -1.713 -1.014 -0.684
H: -2.281 0.077 1.883
H: -2.860 0.656 0.481
H: 2.562 0.867 -1.427
H: 2.573 1.878 0.050
H: 3.394 0.318 0.028
H: 0.454 -3.020 0.088
H: -0.079 -2.614 1.731
H: -1.142 -3.568 0.657
H: -1.137 2.018 -1.238
H: 0.281 2.777 -0.479
H: 0.462 1.812 -1.964

Results
SMILES string: C/N=C(\C)[C@@]1(N)N=C1C
LUMO energy, eV: 0.97
ΔE to the lowest compared entry with this formula, charge and spin, kcal per mole: 54.5
E_tot, hartree: -399.4083
2S+1: 1
Frontier orbital gap, eV: 10.44

Record 3
This record from the Open Molecules 2025 dataset describes C22H23N7RhS2 as an isolated structure in a non-equilibrium geometry. The level of theory is the ωB97M-V functional and the def2-TZVPD basis.

Element x y z (Å)
Rh: -0.432 0.136 -0.931
C: 0.063 3.128 -1.661
N: 0.561 2.059 -0.732
C: 0.292 2.472 0.671
C: 0.501 1.297 1.574
N: -0.462 0.195 1.265
C: 0.105 -1.034 1.866
C: -1.811 0.457 1.787
C: -2.143 0.216 3.114
C: -3.423 0.497 3.565
C: -4.367 1.021 2.692
C: -4.040 1.259 1.369
C: -2.754 0.980 0.911
S: -2.312 1.285 -0.761
C: 1.988 1.923 -1.065
C: 2.959 2.798 -0.589
C: 4.264 2.680 -1.034
C: 4.586 1.715 -1.983
C: 3.608 0.880 -2.489
C: 2.291 0.983 -2.033
S: 1.058 -0.071 -2.718
H: 0.735 3.983 -1.588
H: -0.942 3.428 -1.393
H: 0.081 2.740 -2.677
H: -0.737 2.820 0.715
H: 0.925 3.307 0.969
H: 0.425 1.570 2.629
H: 1.501 0.889 1.406
H: 0.373 -0.859 2.909
H: 1.002 -1.304 1.323
H: -0.620 -1.843 1.807
H: -1.414 -0.190 3.802
H: -3.683 0.304 4.597
H: -5.368 1.236 3.041
H: -4.779 1.661 0.687
H: 2.714 3.575 0.123
H: 5.024 3.347 -0.653
H: 5.604 1.622 -2.336
H: 3.851 0.144 -3.244
N: -3.386 -2.957 -1.167
C: -3.010 -1.688 -1.256
N: -1.692 -1.619 -1.130
C: -1.320 -2.937 -0.962
N: -2.332 -3.767 -0.978
C: 0.077 -3.371 -0.830
C: 0.472 -4.702 -0.963
N: 1.746 -5.050 -0.885
C: 2.629 -4.074 -0.695
C: 2.242 -2.749 -0.572
N: 0.960 -2.402 -0.622
H: -4.316 -3.339 -1.230
H: -3.675 -0.862 -1.423
H: -0.260 -5.481 -1.138
H: 3.675 -4.353 -0.642
H: 2.967 -1.954 -0.442

Results
LUMO energy, eV: -3.96
ΔE to the lowest compared entry with this formula, charge and spin, kcal per mole: 36.7
E_tot, hartree: -2142.1873
2S+1: 1
Charge: +1
Frontier orbital gap, eV: 6.63

Record 4
This record from the Open Molecules 2025 dataset describes a 10-piece molecular cluster, H20O10 overall. The level of theory is the ωB97M-V functional and the def2-TZVPD basis.

Element x y z (Å)
O: 3.662 2.379 1.835
H: 4.553 2.290 2.175
H: 3.411 3.276 2.051
O: 0.597 -1.002 -0.513
H: 0.369 -0.195 -0.053
H: 1.453 -0.825 -0.901
O: 1.960 0.151 -4.768
H: 1.420 0.893 -5.041
H: 1.471 -0.620 -5.059
O: -2.380 1.706 1.878
H: -2.839 0.939 1.538
H: -3.077 2.319 2.114
O: -0.471 5.307 -0.315
H: -0.827 5.761 0.449
H: -0.353 4.403 -0.024
O: 2.268 -2.529 3.210
H: 1.375 -2.858 3.311
H: 2.159 -1.600 3.006
O: -2.563 0.206 -4.793
H: -2.179 0.038 -3.933
H: -3.381 -0.291 -4.792
O: 0.738 -4.446 -3.266
H: 1.253 -5.158 -2.885
H: 0.625 -3.822 -2.549
O: 0.428 1.654 5.767
H: 0.228 1.683 4.831
H: 1.379 1.748 5.812
O: -3.963 -3.469 0.281
H: -3.376 -3.749 0.984
H: -3.942 -4.188 -0.350

Results
SMILES string: O.O.O.O.O.O.O.O.O.O
LUMO energy, eV: -0.14
ΔE to the lowest compared entry with this formula, charge and spin, kcal per mole: 84.3
E_tot, hartree: -764.3476
2S+1: 1
Frontier orbital gap, eV: 11.31

Record 5
This record from the Open Molecules 2025 dataset describes a 3-piece molecular cluster, C5H12O overall. The level of theory is the ωB97M-V functional and the def2-TZVPD basis.

Element x y z (Å)
C: -1.273 0.848 -0.853
C: -0.763 0.197 0.408
C: -1.414 -1.099 0.800
C: 0.039 0.806 1.282
C: 2.263 0.325 -0.121
O: 2.650 -0.807 0.036
H: -0.634 1.662 -1.213
H: -2.267 1.261 -0.652
H: -1.384 0.124 -1.671
H: 1.041 -1.506 -2.041
H: -2.431 -0.822 1.105
H: -0.926 -1.546 1.671
H: -1.497 -1.845 0.003
H: 0.320 1.852 1.190
H: 0.396 0.270 2.159
H: 2.467 1.117 0.620
H: 1.702 0.646 -1.023
H: 1.712 -1.484 -1.698

Results
SMILES string: C=C(C)C.[H][H].C=O
LUMO energy, eV: 0.86
ΔE to the lowest compared entry with this formula, charge and spin, kcal per mole: 62.7
E_tot, hartree: -272.8488
2S+1: 1
Frontier orbital gap, eV: 10.28

Record 6
This record from the Open Molecules 2025 dataset describes C3H14N2O3 as an isolated structure in a non-equilibrium geometry. The level of theory is the ωB97M-V functional and the def2-TZVPD basis.

Element x y z (Å)
C: 0.497 -0.800 -0.587
C: 0.564 -2.266 -0.227
O: -1.684 -0.566 -0.075
N: 0.970 0.026 0.466
C: 0.007 0.308 1.453
N: -0.667 -0.690 2.122
H: 1.048 -0.494 -1.470
H: -0.648 -0.506 -0.679
H: 1.573 -2.584 0.031
H: 0.029 -2.897 -0.926
H: -0.041 -2.386 0.676
H: 0.986 1.055 0.050
H: 0.375 1.158 2.044
H: -0.820 0.820 0.840
H: -1.519 -0.725 1.485
H: -0.874 -0.417 3.072
H: -2.434 -0.368 -0.668
H: -0.336 2.124 -3.126
O: -0.057 1.535 -2.390
H: 1.569 3.171 -0.082
H: 0.462 2.070 -1.728
O: 0.999 2.431 -0.283

Results
LUMO energy, eV: -2.66
ΔE to the lowest compared entry with this formula, charge and spin, kcal per mole: 157.8
E_tot, hartree: -457.6877
2S+1: 1
Frontier orbital gap, eV: 6.02

Record 7
This record from the Open Molecules 2025 dataset describes C7H14NO3 as an isolated structure in a non-equilibrium geometry. The level of theory is the ωB97M-V functional and the def2-TZVPD basis.

Element x y z (Å)
C: 2.151 -0.917 0.174
C: 0.913 -1.462 -0.576
C: 1.823 1.451 -0.836
C: 2.100 0.604 0.326
C: -0.336 0.544 -0.288
C: -3.326 -0.229 -0.611
C: -2.626 0.553 0.515
N: 0.884 0.956 1.159
O: -0.318 -0.796 -0.122
O: 0.419 1.145 -1.183
O: -1.425 1.216 -0.003
H: 2.162 -1.273 1.122
H: 2.967 -1.149 -0.375
H: 1.024 -1.148 -1.599
H: 0.647 -2.413 -0.390
H: 1.899 2.493 -0.768
H: 2.533 1.078 -1.762
H: 3.046 1.035 0.880
H: -3.989 0.406 -1.145
H: -2.649 -0.834 -1.169
H: -4.133 -1.003 -0.125
H: -2.404 -0.231 1.317
H: -3.210 1.362 0.985
H: 1.007 0.598 2.178
H: 0.737 1.947 1.107

Results
LUMO energy, eV: -2.76
ΔE to the lowest compared entry with this formula, charge and spin, kcal per mole: 40.9
E_tot, hartree: -555.2746
2S+1: 1
Charge: +1
Frontier orbital gap, eV: 11.79

Record 8
This record from the Open Molecules 2025 dataset describes C40H61N3O5ReS as an isolated structure in a non-equilibrium geometry. The level of theory is the ωB97M-V functional and the def2-TZVPD basis.

Element x y z (Å)
Re: -1.412 0.049 -1.084
C: -3.052 -0.319 -2.174
N: -3.336 0.739 -1.231
C: -4.465 0.494 -0.370
C: -3.200 2.089 -1.724
C: -2.009 2.759 -1.022
N: -0.798 1.948 -1.113
C: 0.141 2.248 -0.023
C: -0.297 1.942 1.428
C: 0.180 2.844 2.410
C: -0.006 2.636 3.775
C: -0.697 1.472 4.130
C: -1.187 0.519 3.186
C: -0.999 0.745 1.777
O: -1.392 -0.065 0.862
C: -1.875 -0.785 3.719
C: -1.067 -2.040 3.310
C: -3.330 -0.897 3.210
C: -1.977 -0.854 5.270
C: 0.580 3.618 4.796
C: 0.008 5.031 4.552
C: 2.118 3.662 4.647
C: 0.278 3.252 6.267
C: -0.166 2.018 -2.429
C: 0.972 1.052 -2.802
C: 1.744 1.440 -3.925
C: 2.770 0.651 -4.440
C: 3.013 -0.545 -3.761
C: 2.266 -0.987 -2.622
C: 1.178 -0.193 -2.138
O: 0.409 -0.528 -1.175
C: 2.713 -2.350 -1.993
C: 1.995 -2.840 -0.711
C: 2.524 -3.472 -3.043
C: 4.214 -2.263 -1.608
C: 3.544 1.090 -5.687
C: 4.670 0.116 -6.102
C: 4.201 2.466 -5.443
C: 2.571 1.198 -6.882
H: -3.858 -0.414 -2.910
H: -2.943 -1.283 -1.666
H: -2.124 -0.147 -2.724
H: -5.411 0.588 -0.914
H: -4.481 1.200 0.468
H: -4.429 -0.510 0.064
H: -4.102 2.684 -1.531
H: -3.071 2.114 -2.813
H: -2.307 2.916 0.022
H: -1.846 3.761 -1.438
H: 0.374 3.322 -0.087
H: 1.110 1.750 -0.143
H: 0.744 3.704 2.064
H: -0.843 1.275 5.181
H: -1.078 -2.229 2.233
H: -1.475 -2.943 3.781
H: -0.019 -1.950 3.619
H: -3.391 -1.095 2.138
H: -3.891 0.022 3.415
H: -3.857 -1.725 3.699
H: -0.988 -0.843 5.743
H: -2.469 -1.780 5.594
H: -2.569 -0.024 5.675
H: 0.275 5.422 3.564
H: 0.389 5.745 5.291
H: -1.087 5.030 4.621
H: 2.428 4.024 3.660
H: 2.556 2.667 4.785
H: 2.568 4.331 5.389
H: -0.800 3.221 6.461
H: 0.709 3.990 6.954
H: 0.703 2.278 6.537
H: 0.208 3.042 -2.572
H: -0.921 1.859 -3.209
H: 1.493 2.383 -4.402
H: 3.805 -1.193 -4.116
H: 0.934 -3.047 -0.888
H: 2.095 -2.123 0.112
H: 2.430 -3.782 -0.355
H: 1.476 -3.538 -3.359
H: 2.812 -4.448 -2.636
H: 3.129 -3.316 -3.942
H: 4.391 -1.438 -0.908
H: 4.869 -2.108 -2.472
H: 4.555 -3.187 -1.126
H: 5.418 0.003 -5.309
H: 5.196 0.477 -6.994
H: 4.275 -0.878 -6.344
H: 4.873 2.434 -4.578
H: 3.461 3.252 -5.257
H: 4.790 2.782 -6.312
H: 2.068 0.242 -7.069
H: 3.101 1.481 -7.799
H: 1.793 1.951 -6.716
N: -0.787 -1.873 -1.084
C: -1.180 -2.661 0.016
C: -2.275 -2.263 0.789
C: -2.721 -3.059 1.847
C: -2.084 -4.274 2.105
C: -1.029 -4.712 1.302
C: -0.584 -3.906 0.252
S: -2.667 -5.333 3.456
O: -1.782 -4.938 4.548
O: -4.066 -4.943 3.605
O: -2.455 -6.678 2.927
H: 0.234 -1.940 -1.205
H: -1.029 -2.343 -1.969
H: -2.770 -1.318 0.584
H: -3.555 -2.742 2.467
H: -0.567 -5.676 1.500
H: 0.231 -4.261 -0.370
H: -2.807 -0.965 -1.084

Results
⟨S²⟩: 3.771
LUMO energy (alpha / beta), eV: -0.76 / -1.53
E_tot, hartree: -2577.0165
2S+1: 4
Frontier orbital gap (alpha / beta), eV: 5.18 / 5.99